No. 1
The molecule C5H4N2. Source: the OMol25 dataset; level of theory: ωB97M-V/def2-TZVPD.

XYZ file:
```
11
Properties=species:S:1:pos:R:3:forces:R:3
C -2.131955 1.880464 -1.146772 0.4 -0.6 0.4
C -1.364395 1.032244 -0.573425 0.0 0.5 -0.3
C -0.227506 0.284231 -0.095931 0.1 -0.1 0.1
C 0.986539 -0.022108 -0.679222 -0.1 0.0 0.1
N 1.578648 -0.898773 0.161623 0.2 0.1 -0.1
N 0.858363 -1.172520 1.256826 -0.1 0.2 0.0
C -0.233195 -0.446637 1.112894 0.0 0.0 0.2
H -2.394482 0.613941 -0.292156 -0.3 0.3 -0.2
H 1.475078 0.323654 -1.579985 -0.2 -0.1 0.1
H 2.479660 -1.336989 0.060894 -0.1 0.1 0.0
H -0.989922 -0.406654 1.885510 0.1 -0.2 -0.1
```
Positions in Å, forces in eV/Å.

strongest force on any atom = 0.8 eV/A
ΔE to the lowest compared entry with this formula, charge and spin = 3.878 eV
HOMO level = -0.3442 Ha

Quick look at the Löwdin charges, all values in e: atom 1 (C): 0.14, atom 2 (C): -0.24, atom 3 (C): -0.25, atom 4 (C): -0.03, atom 5 (N): -0.03, atom 6 (N): 0.04, atom 7 (C): -0.12, atom 8 (H): 0.11, atom 9 (H): 0.13, atom 10 (H): 0.15, atom 11 (H): 0.12



No. 2
A 16-piece molecular cluster, H32O16 overall in a non-equilibrium geometry. Source: the OMol25 dataset; level of theory: ωB97M-V/def2-TZVPD.

XYZ file:
```
48
Properties=species:S:1:pos:R:3:forces:R:3
O -1.358375 -2.237958 1.893938 -0.2 0.0 -0.1
H -1.511375 -3.183958 1.956938 0.2 0.0 0.0
H -0.455375 -2.098958 1.577938 -0.1 -0.1 0.2
O -1.066375 2.659042 -1.731062 -1.0 0.6 2.2
H -1.046375 2.294042 -2.595062 -0.2 -0.9 -1.1
H -1.894375 2.332042 -1.294062 1.0 0.1 -1.2
O 0.623625 -1.007958 -3.258062 -1.5 -0.5 1.3
H 1.453625 -0.688958 -3.505062 2.1 0.8 -1.4
H 0.820625 -1.084958 -2.307062 -0.7 -0.3 -0.2
O 2.344625 1.854042 -1.825062 1.2 0.8 -0.9
H 1.464625 1.953042 -1.475062 -0.8 0.4 0.1
H 2.665625 2.704042 -2.196062 -0.7 -0.8 0.4
O -0.324375 -0.113958 -0.334062 -1.9 1.7 -0.8
H 0.428625 -0.580958 -0.065062 1.6 -1.7 0.6
H -0.194375 0.659042 0.226938 -0.3 0.2 0.0
O 0.683625 1.586042 1.722938 0.1 0.2 0.5
H 1.080625 1.623042 2.615938 -0.4 0.1 -0.6
H 0.342625 2.489042 1.509938 0.3 -0.2 0.5
O 1.561625 -1.515958 0.970938 -0.5 -1.5 0.2
H 2.120625 -0.910958 0.508938 0.9 0.9 -0.6
H 1.484625 -2.241958 0.313938 -0.1 0.2 0.3
O 3.164625 2.340042 0.933938 2.3 1.0 0.7
H 3.482625 2.340042 0.034938 -0.3 -0.2 -0.3
H 2.310625 1.968042 0.983938 -1.6 -0.8 -0.3
O -2.698375 0.075042 -2.358062 -0.6 0.2 -3.6
H -2.576375 -0.667958 -3.009062 0.1 1.2 1.3
H -2.532375 -0.233958 -1.505062 0.6 -1.3 1.9
O -1.690375 0.351042 3.058938 -0.3 0.8 0.0
H -2.147375 -0.215958 2.450938 -0.5 -1.0 -0.1
H -0.895375 0.490042 2.543938 0.7 0.3 0.2
O 0.445625 -3.291958 -1.261062 1.0 0.0 0.4
H 0.460625 -4.016958 -0.635062 0.1 -0.4 0.0
H -0.462375 -2.997958 -1.191062 -1.0 0.4 -0.2
O 1.080625 -1.113958 3.602938 -0.3 -0.1 2.3
H 1.819625 -0.726958 4.075938 0.1 0.0 0.1
H 1.215625 -0.901958 2.709938 0.4 0.1 -2.0
O -0.271375 3.804042 0.629938 1.1 -0.7 1.5
H -0.543375 4.685042 0.503938 -0.4 1.7 -0.1
H -0.696375 3.299042 -0.032062 -0.5 -0.6 -1.6
O -2.280375 -2.850958 -0.811062 -0.7 0.5 0.0
H -3.010375 -2.752958 -1.445062 0.4 -0.2 0.1
H -2.453375 -2.106958 -0.192062 0.4 -0.4 -0.1
O -3.347375 -0.479958 0.276938 -0.7 -0.6 0.2
H -3.011375 0.373042 0.496938 0.7 1.1 0.1
H -3.845375 -0.682958 1.070938 -0.3 -0.4 0.1
O 2.785625 -0.628958 -1.224062 -0.3 -0.8 0.1
H 3.629625 -0.788958 -0.822062 0.8 -0.2 0.1
H 2.842625 0.247042 -1.601062 0.0 0.9 -0.2
```
Positions in Å, forces in eV/Å.

strongest force on any atom = 3.6 eV/A
ΔE to the lowest compared entry with this formula, charge and spin = 4.936 eV
HOMO level = -0.3855 Ha

Quick look at the Löwdin charges, all values in e: atom 1 (O): -0.04, atom 2 (H): 0.06, atom 3 (H): 0.01, atom 4 (O): -0.05, atom 5 (H): 0.04, atom 6 (H): 0.07, atom 7 (O): -0.04, atom 8 (H): -0.01, atom 9 (H): -0.01, atom 10 (O): -0.04, atom 11 (H): 0.04, atom 12 (H): 0.10, atom 13 (O): -0.02, atom 14 (H): -0.05, atom 15 (H): 0.01, atom 16 (O): -0.08, atom 17 (H): 0.10, atom 18 (H): 0.03, atom 19 (O): -0.06, atom 20 (H): 0.01, atom 21 (H): 0.06, atom 22 (O): -0.04, atom 23 (H): 0.01, atom 24 (H): -0.06, atom 25 (O): -0.05, atom 26 (H): 0.08, atom 27 (H): -0.07, atom 28 (O): -0.04, atom 29 (H): -0.03, atom 30 (H): -0.02, atom 31 (O): -0.04, atom 32 (H): 0.05, atom 33 (H): -0.01, atom 34 (O): -0.03, atom 35 (H): 0.04, atom 36 (H): -0.06, atom 37 (O): 0.00, atom 38 (H): 0.05, atom 39 (H): -0.02, atom 40 (O): -0.07, atom 41 (H): 0.06, atom 42 (H): 0.01, atom 43 (O): -0.03, atom 44 (H): 0.04, atom 45 (H): 0.08, atom 46 (O): -0.03, atom 47 (H): 0.06, atom 48 (H): 0.00



No. 3
The molecule C5H8S in a non-equilibrium geometry. Source: the OMol25 dataset; level of theory: ωB97M-V/def2-TZVPD.

XYZ file:
```
14
Properties=species:S:1:pos:R:3:forces:R:3
C 1.586297 -1.427868 -1.046127 -0.2 -0.8 -2.1
C 0.766222 -0.636125 -0.361827 2.0 -1.1 -1.3
C -0.315251 -1.279027 0.361535 -2.7 -0.1 1.2
C -1.074667 -0.115163 1.153213 1.2 -0.4 0.4
S -0.855629 1.295049 0.048964 -0.7 0.7 -0.3
C 0.855876 0.840264 -0.316290 0.7 1.0 1.7
H 1.228421 -2.455948 -1.423527 0.9 1.4 1.3
H 2.458136 -1.035629 -1.581790 -0.3 -0.1 0.2
H -0.961536 -1.841104 -0.386408 0.3 0.8 1.1
H 0.077802 -2.013979 1.068924 -0.1 0.0 -0.1
H -0.520599 0.141732 2.151199 -1.2 -0.8 -1.6
H -2.155583 -0.283669 1.302225 0.7 0.0 0.1
H 1.450334 1.176732 0.618478 -0.5 -0.3 -1.7
H 1.202222 1.298587 -1.275560 -0.2 -0.3 1.1
```
Positions in Å, forces in eV/Å.

structure (SMILES) = C=C1CCSC1
strongest force on any atom = 2.9 eV/A
ΔE to the lowest compared entry with this formula, charge and spin = 0.999 eV
HOMO level = -0.3147 Ha

Quick look at the Löwdin charges, all values in e: atom 1 (C): 0.03, atom 2 (C): -0.49, atom 3 (C): -0.24, atom 4 (C): -0.46, atom 5 (S): 0.81, atom 6 (C): -0.44, atom 7 (H): 0.10, atom 8 (H): 0.06, atom 9 (H): 0.14, atom 10 (H): 0.11, atom 11 (H): 0.10, atom 12 (H): 0.07, atom 13 (H): 0.11, atom 14 (H): 0.10



No. 4
The molecule C8H13N3O in a non-equilibrium geometry. Source: the OMol25 dataset; level of theory: ωB97M-V/def2-TZVPD.

XYZ file:
```
25
Properties=species:S:1:pos:R:3:forces:R:3
C -1.633685 -1.136210 0.881888 1.5 0.1 -0.5
C -0.225497 -1.302645 0.472323 1.7 -2.1 0.0
C 0.537162 -2.516969 0.279061 -2.0 1.9 0.2
N -0.056708 -3.819469 0.380515 -2.3 2.0 0.3
C 1.818603 -2.056474 -0.056771 -2.0 1.2 0.0
N 1.835392 -0.703369 -0.125821 1.0 -1.1 0.5
N 0.631951 -0.291290 0.245120 0.1 0.3 0.0
C 0.357293 1.165446 0.408138 1.2 -1.1 -0.2
O 0.087708 1.499145 1.733753 1.4 -0.3 0.9
C 1.420401 1.992072 -0.344332 0.0 1.7 2.0
C 0.388474 2.448600 -1.401568 -0.6 -2.8 0.5
C -0.706549 1.620370 -0.512724 -0.7 2.4 -1.7
H -2.194994 -1.690762 0.205786 -1.4 -1.1 -1.3
H -1.787318 -1.573814 1.830983 -0.4 0.1 1.3
H -1.903404 -0.121563 0.739640 -0.6 0.8 0.6
H 0.455126 -4.466018 -0.160892 0.1 -0.9 -0.8
H -1.120114 -3.751820 0.120782 3.0 -0.5 0.4
H 2.636746 -2.651632 -0.319319 1.2 -0.4 -0.4
H 0.950596 1.450186 2.233086 -1.3 0.0 -0.7
H 2.147394 1.360747 -0.728256 1.3 -1.1 -0.9
H 2.006966 2.703996 0.336688 -1.2 -0.5 -1.0
H 0.115700 3.471586 -1.476623 0.1 0.8 -0.3
H 0.625514 1.942087 -2.367089 -0.4 0.8 0.6
H -1.254982 2.413024 -0.012852 -0.3 -0.1 0.2
H -1.447190 0.956396 -0.969711 0.6 -0.1 0.0
```
Positions in Å, forces in eV/Å.

structure (SMILES) = Cc1c(N)cnn1C1(O)CCC1
strongest force on any atom = 3.1 eV/A
ΔE to the lowest compared entry with this formula, charge and spin = 2.436 eV
HOMO level = -0.2821 Ha

Quick look at the Löwdin charges, all values in e: atom 1 (C): -0.01, atom 2 (C): -0.20, atom 3 (C): -0.25, atom 4 (N): 0.06, atom 5 (C): -0.09, atom 6 (N): 0.05, atom 7 (N): -0.05, atom 8 (C): -0.51, atom 9 (O): 0.03, atom 10 (C): -0.10, atom 11 (C): -0.08, atom 12 (C): -0.08, atom 13 (H): 0.06, atom 14 (H): 0.08, atom 15 (H): 0.06, atom 16 (H): 0.05, atom 17 (H): 0.13, atom 18 (H): 0.08, atom 19 (H): 0.14, atom 20 (H): 0.05, atom 21 (H): 0.14, atom 22 (H): 0.08, atom 23 (H): 0.11, atom 24 (H): 0.12, atom 25 (H): 0.11



no.,DFT total energy (eV)
1,-8225.6156
2,-33279.9979
3,-16148.6388
4,-15022.5948